Entry 1:
A 9-piece molecular cluster, C11H40N4O9 overall in a non-equilibrium geometry. Source: OMol25; level of theory: ωB97M-V/def2-TZVPD.

```
! wB97M-V def2-TZVPD RIJCOSX def2/J DEFGRID3
* xyz 0 1
H -5.692 -6.082 -24.158
N -10.747 -3.060 -21.764
C -3.380 -2.224 -23.805
C -8.137 -3.829 -19.441
H -6.846 -1.155 -24.329
H -4.870 -4.701 -23.588
N -6.255 2.341 -23.330
H -8.340 -2.371 -22.598
H -8.508 -1.626 -24.793
C -5.494 1.351 -23.788
H -8.178 0.823 -24.365
H -3.190 -0.825 -25.460
H -5.068 -3.073 -21.471
H -7.129 -1.668 -25.970
H -6.619 -4.167 -22.777
H -7.589 -4.080 -24.972
H -9.316 -5.563 -21.781
O -4.899 1.397 -25.006
H -7.794 -4.019 -18.421
H -10.956 1.165 -24.004
C -10.318 -2.148 -22.572
H -5.724 0.345 -21.987
H -3.045 -3.246 -23.491
H -5.210 -3.012 -19.824
H -4.583 -0.307 -23.091
H -5.783 -6.779 -21.919
H -6.534 3.082 -24.021
H -1.712 -1.678 -25.091
O -2.984 -1.254 -22.804
H -6.058 -3.388 -24.791
H -6.662 2.331 -22.338
H -6.193 -1.928 -20.774
H -3.097 -2.383 -25.789
H -8.103 -6.136 -22.950
H -9.976 1.543 -25.372
H -3.242 -1.530 -21.950
H -9.403 -5.214 -23.537
H -9.445 -7.827 -22.470
H -10.045 -3.407 -21.049
H -4.486 -2.301 -23.923
O -8.952 0.652 -23.826
O -11.006 -1.505 -23.487
C -5.153 -5.673 -23.331
H -9.114 -0.976 -23.017
H -7.637 -4.358 -20.242
O -9.533 -3.996 -19.211
N -9.119 -1.793 -22.310
N -5.320 0.335 -22.953
H -11.451 -3.680 -22.176
H -9.833 2.519 -23.838
C -9.161 -5.958 -22.775
H -9.670 -4.902 -19.009
C -7.051 -3.237 -24.411
C -7.435 -1.835 -24.897
O -4.228 -1.367 -20.474
O -7.207 -3.488 -23.021
O -9.858 -7.162 -22.963
C -2.738 -1.704 -25.079
O -5.809 -5.831 -22.169
H -3.980 -1.322 -19.537
H -4.234 -6.252 -23.311
C -5.200 -2.358 -20.641
H -7.977 -2.784 -19.414
C -9.958 1.517 -24.314
*
```

Values from the calculation:
Total energy = -1339.11907 hartree
Energy relative to the best compared isomer or geometry (same formula, charge and spin) = 3.400 eV
Kohn-Sham gap = 8.26 eV
LUMO level = -0.0071 Ha

Computed natural (NBO) charges, given in elementary charges: number 1, H, carries 0.1651; number 2, N, carries -0.8105; number 3, C, carries -0.0609; number 4, C, carries -0.2901; number 5, H, carries 0.2196; number 6, H, carries 0.1832; number 7, N, carries -0.8386; number 8, H, carries 0.4168; number 9, H, carries 0.2422; number 10, C, carries 0.7440; number 11, H, carries 0.4752; number 12, H, carries 0.2458; number 13, H, carries 0.1741; number 14, H, carries 0.2291; number 15, H, carries 0.4968; number 16, H, carries 0.1596; number 17, H, carries 0.1530; number 18, O, carries -0.7416; number 19, H, carries 0.1766; number 20, H, carries 0.2110; number 21, C, carries 0.7459; number 22, H, carries 0.3881; number 23, H, carries 0.1557; number 24, H, carries 0.1729; number 25, H, carries 0.4298; number 26, H, carries 0.4891; number 27, H, carries 0.4240; number 28, H, carries 0.2121; number 29, O, carries -0.7478; number 30, H, carries 0.1628; number 31, H, carries 0.4053; number 32, H, carries 0.1828; number 33, H, carries 0.1947; number 34, H, carries 0.1571; number 35, H, carries 0.1709; number 36, H, carries 0.4862; number 37, H, carries 0.1937; number 38, H, carries 0.4571; number 39, H, carries 0.4173; number 40, H, carries 0.1512; number 41, O, carries -0.7285; number 42, O, carries -0.7510; number 43, C, carries -0.2642; number 44, H, carries 0.4354; number 45, H, carries 0.1833; number 46, O, carries -0.7195; number 47, N, carries -0.9236; number 48, N, carries -0.8310; number 49, H, carries 0.3953; number 50, H, carries 0.1508; number 51, C, carries -0.2462; number 52, H, carries 0.4656; number 53, C, carries -0.0733; number 54, C, carries -0.6589; number 55, O, carries -0.7432; number 56, O, carries -0.7556; number 57, O, carries -0.7184; number 58, C, carries -0.6314; number 59, O, carries -0.7338; number 60, H, carries 0.4907; number 61, H, carries 0.1710; number 62, C, carries -0.2615; number 63, H, carries 0.1991; number 64, C, carries -0.2506

---

Entry 2:
C2H8IN3 as an isolated structure in a non-equilibrium geometry. Source: OMol25; level of theory: ωB97M-V/def2-TZVPD.

```
! wB97M-V def2-TZVPD RIJCOSX def2/J DEFGRID3
* xyz 2 1
H -1.147 1.895 0.820
I -1.563 1.095 3.779
H 0.646 -2.111 -1.202
C 0.678 -0.623 0.346
C 0.244 -0.375 -1.998
H -0.139 0.560 -1.993
N -0.841 1.012 1.116
N 0.469 -1.175 -1.040
H -1.571 0.310 1.230
H 0.064 -1.218 0.943
H 0.918 1.437 0.112
N 0.278 0.708 0.404
H 0.277 -0.845 -3.105
H 1.684 -0.670 0.587
*
```

Values from the calculation:
Total energy = -542.14297 hartree
Energy relative to the best compared isomer or geometry (same formula, charge and spin) = 1.735 eV
Kohn-Sham gap (spin up / spin down) = 6.43 / 6.34 eV
LUMO level (spin up / spin down) = -0.4228 / -0.4235 Ha

Computed natural (NBO) charges, given in elementary charges: number 1, H, carries 0.4293; number 2, I, carries 0.4687; number 3, H, carries 0.4540; number 4, C, carries -0.0731; number 5, C, carries 0.1472; number 6, H, carries 0.2269; number 7, N, carries -0.4907; number 8, N, carries -0.3886; number 9, H, carries 0.4366; number 10, H, carries 0.2338; number 11, H, carries 0.4413; number 12, N, carries -0.4192; number 13, H, carries 0.2771; number 14, H, carries 0.2566

---

Entry 3:
C39H41BrClN5O5PSSr as an isolated structure in a non-equilibrium geometry. Source: OMol25; level of theory: ωB97M-V/def2-TZVPD.

```
! wB97M-V def2-TZVPD RIJCOSX def2/J DEFGRID3
* xyz 1 1
H 2.866 0.018 3.485
H -4.167 4.008 -1.614
C 1.602 -3.742 0.745
H 4.798 5.370 0.415
H 3.858 -1.454 3.614
O 3.741 -1.216 -0.965
H 1.739 -2.319 -2.200
C -3.808 -0.966 4.220
H -5.810 -0.970 5.873
C -2.961 0.975 -0.721
H 4.816 -2.275 1.384
O 0.645 1.184 3.524
H 0.995 -3.428 1.591
C -3.666 2.164 -0.637
C -1.735 0.159 3.791
O 3.766 -0.536 1.747
H 0.389 4.104 -1.299
C -2.627 -0.869 3.515
C -0.673 2.197 1.094
C -2.173 1.595 -2.907
C -0.752 -1.891 -5.774
H -0.709 5.815 0.166
H -2.981 0.284 0.113
C -0.093 3.818 -0.368
H -2.844 3.491 -3.640
H 4.649 0.142 3.498
C -1.304 4.307 1.594
H 4.210 -2.796 -2.226
C -4.536 -3.170 -1.894
C 3.795 -0.456 3.170
H 0.790 -1.329 -7.162
H 1.218 -4.682 0.340
C -4.044 -4.376 -1.413
H -3.432 1.739 6.240
Cl 1.464 0.725 -2.851
H -4.082 -1.139 -2.401
H -4.243 2.381 0.252
H 2.632 -3.892 1.077
H -2.139 -2.275 -4.193
P -1.170 -0.806 -1.812
H 4.120 -3.209 -0.509
C 3.772 2.433 -0.903
Br 5.524 4.219 -2.244
C 4.886 -1.196 1.195
H -5.394 0.415 6.752
H -1.811 4.984 2.271
H -2.324 -5.420 -0.667
C -2.876 2.789 -2.817
C -0.580 -0.962 -3.537
O 1.507 -2.707 -0.229
C 0.581 -0.321 -3.954
C 2.847 2.717 1.171
Sr 1.359 -0.153 0.411
C -0.699 4.770 0.436
H -0.831 -3.459 -0.863
H -2.393 -1.601 2.752
H 5.795 -1.410 -0.740
C -2.207 0.682 -1.858
S -0.289 0.322 2.825
N -1.303 3.021 1.933
C 1.082 -0.437 -5.241
C -1.869 -3.387 -1.165
C 4.290 4.420 0.325
C 3.666 -2.600 -1.296
C 4.949 -0.883 -0.286
C -4.117 -0.028 5.216
C 3.477 3.938 1.339
H -4.501 -1.770 4.006
H 2.200 2.326 1.954
C -2.710 -4.484 -1.050
C -1.235 -1.756 -4.484
H -1.600 1.386 -3.801
N 2.990 1.976 0.068
N -0.626 0.861 1.375
C -3.208 1.004 5.477
H -5.577 -3.084 -2.176
H 5.807 -0.839 1.671
O 0.242 -1.019 2.531
C -2.028 1.098 4.767
C 4.437 3.647 -0.815
C 0.409 -1.231 -6.154
H -1.282 -2.510 -6.484
H -1.333 1.902 4.967
C 2.207 -2.955 -1.443
H 2.084 -3.998 -1.751
H 1.983 0.092 -5.517
H 5.101 0.185 -0.426
C -2.352 -2.177 -1.659
H 3.875 1.817 -1.789
C -3.619 3.078 -1.683
N -5.312 -0.096 5.890
C -3.695 -2.076 -2.021
H 3.327 4.500 2.250
N -0.071 2.524 -0.073
H -4.702 -5.230 -1.318
*
```

Values from the calculation:
Total energy = -5965.13502 hartree
Energy relative to the best compared isomer or geometry (same formula, charge and spin) = 0.410 eV
Kohn-Sham gap = 8.16 eV
LUMO level = -0.0669 Ha

Computed Mulliken charges, given in elementary charges: number 1, H, carries 0.1378; number 2, H, carries 0.4063; number 3, C, carries -0.9971; number 4, H, carries 0.4759; number 5, H, carries 0.2957; number 6, O, carries 0.0087; number 7, H, carries -0.2757; number 8, C, carries -0.8679; number 9, H, carries 0.2230; number 10, C, carries -0.4706; number 11, H, carries 0.3027; number 12, O, carries -0.8401; number 13, H, carries 0.1728; number 14, C, carries -0.7176; number 15, C, carries -0.6653; number 16, O, carries 0.3839; number 17, H, carries 0.5005; number 18, C, carries -0.6431; number 19, C, carries -0.1568; number 20, C, carries -0.6746; number 21, C, carries -0.7878; number 22, H, carries 0.4840; number 23, H, carries 0.5646; number 24, C, carries -0.2767; number 25, H, carries 0.4271; number 26, H, carries 0.3068; number 27, C, carries -0.6359; number 28, H, carries 0.3937; number 29, C, carries -0.7068; number 30, C, carries -0.8087; number 31, H, carries 0.3734; number 32, H, carries 0.3073; number 33, C, carries -0.5769; number 34, H, carries 0.3011; number 35, Cl, carries 0.1030; number 36, H, carries 0.4541; number 37, H, carries 0.4519; number 38, H, carries 0.2659; number 39, H, carries 0.4130; number 40, P, carries 2.1392; number 41, H, carries 0.4160; number 42, C, carries -0.7992; number 43, Br, carries -0.1649; number 44, C, carries -0.7182; number 45, H, carries 0.2203; number 46, H, carries 0.5023; number 47, H, carries 0.4419; number 48, C, carries -0.6785; number 49, C, carries -0.3790; number 50, O, carries 0.7620; number 51, C, carries 0.4275; number 52, C, carries -0.2874; number 53, Sr, carries 1.7213; number 54, C, carries -0.9463; number 55, H, carries 0.1183; number 56, H, carries 0.5549; number 57, H, carries 0.4202; number 58, C, carries 0.6539; number 59, S, carries 1.6887; number 60, N, carries -0.5613; number 61, C, carries -0.6420; number 62, C, carries -0.3374; number 63, C, carries -0.2132; number 64, C, carries -0.8224; number 65, C, carries -0.7215; number 66, C, carries 1.0683; number 67, C, carries -1.2410; number 68, H, carries 0.3078; number 69, H, carries 0.4663; number 70, C, carries -0.6010; number 71, C, carries -0.6906; number 72, H, carries 0.4120; number 73, N, carries 0.9075; number 74, N, carries 0.3314; number 75, C, carries -0.9154; number 76, H, carries 0.4420; number 77, H, carries 0.5464; number 78, O, carries -0.7942; number 79, C, carries -0.2889; number 80, C, carries -0.5257; number 81, C, carries -0.6218; number 82, H, carries 0.4230; number 83, H, carries 0.5066; number 84, C, carries -0.4112; number 85, H, carries 0.4991; number 86, H, carries 0.5183; number 87, H, carries 0.1914; number 88, C, carries -0.5538; number 89, H, carries 0.6554; number 90, C, carries -0.7207; number 91, N, carries -0.5191; number 92, C, carries -0.2410; number 93, H, carries 0.5408; number 94, N, carries 0.4584; number 95, H, carries 0.4029

---

Entry 4:
C14H20Cl5F2Si2V as an isolated structure in a non-equilibrium geometry. Source: OMol25; level of theory: ωB97M-V/def2-TZVPD.

```
! wB97M-V def2-TZVPD RIJCOSX def2/J DEFGRID3
* xyz 2 1
H -2.218 7.060 15.943
H -4.837 2.315 17.719
F -0.966 7.324 14.412
H -2.452 1.833 14.243
C -2.092 1.158 15.033
C -4.679 1.524 16.979
H -5.337 1.739 16.087
F -3.131 7.697 14.294
Cl 0.400 4.059 9.901
H -7.859 5.094 13.397
H -6.677 7.740 14.775
C -3.949 4.798 14.301
H -0.984 1.107 18.378
H -6.722 6.246 15.663
Cl 2.433 2.779 11.868
C -0.986 4.725 12.072
V -2.996 5.895 13.394
H -3.967 7.400 12.229
H -3.974 3.954 14.990
H -6.913 3.618 13.803
H -2.672 1.175 19.034
C -2.007 0.776 18.208
C -0.446 4.144 14.325
H -5.634 7.361 11.886
C -4.839 6.677 12.169
H -5.259 7.250 15.710
H -6.901 4.230 12.179
H -4.710 5.981 11.299
C -6.060 6.871 15.071
C -1.295 4.782 13.435
Si -2.890 1.238 16.694
H -2.025 -0.304 18.326
C 0.752 3.547 13.836
C 1.010 3.545 12.466
C -6.905 4.536 13.200
Cl -0.751 4.119 16.066
Cl 1.854 2.864 14.932
Si -5.538 5.733 13.692
C -2.154 6.860 14.895
H -1.031 1.259 15.101
H -5.028 0.641 17.490
H -2.294 0.132 14.653
Cl -2.149 5.548 11.064
C 0.118 4.106 11.559
*
```

Values from the calculation:
Total energy = -4568.44296 hartree
Energy relative to the best compared isomer or geometry (same formula, charge and spin) = 0.000 eV
Kohn-Sham gap = 7.53 eV
LUMO level = -0.2653 Ha

Computed natural (NBO) charges, given in elementary charges: number 1, H, carries 0.1944; number 2, H, carries 0.2995; number 3, F, carries -0.3096; number 4, H, carries 0.2851; number 5, C, carries -1.2204; number 6, C, carries -1.2358; number 7, H, carries 0.2847; number 8, F, carries -0.3011; number 9, Cl, carries 0.1422; number 10, H, carries 0.2763; number 11, H, carries 0.2824; number 12, C, carries -0.5221; number 13, H, carries 0.3092; number 14, H, carries 0.2571; number 15, Cl, carries 0.1254; number 16, C, carries -0.0937; number 17, V, carries 0.5394; number 18, H, carries 0.2787; number 19, H, carries 0.2254; number 20, H, carries 0.2576; number 21, H, carries 0.2867; number 22, C, carries -1.2435; number 23, C, carries -0.0712; number 24, H, carries 0.3257; number 25, C, carries -1.1262; number 26, H, carries 0.2546; number 27, H, carries 0.2667; number 28, H, carries 0.2789; number 29, C, carries -1.1223; number 30, C, carries -0.1351; number 31, Si, carries 2.0013; number 32, H, carries 0.3127; number 33, C, carries -0.0906; number 34, C, carries -0.0531; number 35, C, carries -1.0874; number 36, Cl, carries 0.0157; number 37, Cl, carries 0.1192; number 38, Si, carries 1.5768; number 39, C, carries 0.4363; number 40, H, carries 0.2870; number 41, H, carries 0.3035; number 42, H, carries 0.3047; number 43, Cl, carries 0.1715; number 44, C, carries -0.0868